Model i:
120
Properties=species:S:1:pos:R:3 method="wB97M-V/def2-TZVPD" charge=+1 spin_multiplicity=2
H -5.65 -2.74 -0.43
H -3.49 -1.46 4.15
H -0.88 5.69 -2.47
O -0.32 -2.38 -3.76
H -1.03 -3.08 2.87
H 0.30 -5.99 1.00
O 4.45 2.14 -2.51
H -6.59 -1.29 -0.27
H 5.11 -3.39 -0.28
O -0.49 -5.50 1.18
H -2.33 -2.35 -3.80
H 0.10 -3.56 3.73
H 1.46 3.68 3.91
H -3.93 -4.48 2.03
O 0.57 3.65 4.54
H 0.59 -2.45 -4.06
O -4.24 -4.86 -1.19
O 5.01 -0.56 -4.33
O 6.50 0.26 0.05
O -3.57 -3.64 1.85
H 3.81 -1.44 -5.24
H -3.60 -0.99 -1.74
O 3.50 1.20 5.78
O -0.54 4.20 -0.72
H 1.07 -1.70 3.40
H -0.03 -4.68 1.38
O -0.19 -2.55 5.35
O -2.66 -3.32 -3.83
O 1.09 1.86 -2.28
H -3.29 -1.95 0.78
H 3.54 1.92 -2.78
H 3.43 1.91 5.21
H 0.55 -2.49 5.89
H -3.30 1.54 -0.50
H -0.31 5.76 0.91
H -0.70 -3.40 -3.66
H -1.03 -0.13 2.92
H -0.96 -1.71 -0.21
O -2.92 1.22 3.49
H 3.97 0.39 5.36
H -1.44 6.23 2.01
O 2.04 4.79 -1.85
H 4.19 -2.56 -4.22
H 2.69 0.51 -1.85
H -0.59 -1.66 3.73
H -1.63 -4.34 -1.60
H 0.02 3.29 2.30
H -4.86 -1.32 3.73
O -0.37 -0.55 -5.44
H -4.18 -4.60 -2.07
O 3.70 0.32 0.64
H -2.86 2.19 3.66
O 5.48 2.89 -0.08
H -3.06 -0.97 2.07
H -3.62 -4.25 -0.80
H -1.23 -4.06 -0.25
H -4.29 1.71 1.40
H -0.86 4.02 -1.50
H 4.36 3.13 -2.44
O 1.84 -2.05 3.27
H -0.83 -1.91 5.59
H -2.92 0.21 -1.73
O -0.17 -3.47 2.76
O -0.12 6.22 -2.61
O 0.66 2.52 2.08
H 2.75 -0.90 -2.47
O -6.06 -1.91 -0.84
H -3.11 0.34 0.52
O -1.77 -3.56 -0.98
H 4.97 0.46 -4.59
H 2.54 4.41 -1.26
H -2.17 1.68 -1.74
H 0.37 1.39 -1.75
H -3.80 1.37 3.08
H 1.72 -2.62 2.55
H -1.91 1.57 -5.27
H 5.09 -3.12 1.20
O -0.59 -0.89 3.05
O -1.11 1.05 0.48
H 1.50 -5.01 -1.05
H -1.98 3.10 -5.50
O -2.92 -0.53 -2.36
H -0.39 1.39 1.09
O -2.38 2.28 -5.09
H -0.84 -1.11 -4.93
H -3.56 -2.99 -3.68
O 3.73 5.07 2.15
O -3.70 -1.16 1.33
O -4.29 -2.00 3.99
O 4.51 -3.23 0.47
H 3.34 4.21 2.22
H -1.12 0.15 0.16
H -0.60 3.36 -0.22
H 5.28 -0.30 -3.38
H 3.37 -0.56 1.08
O 2.66 -0.46 -1.63
H 0.15 1.62 2.24
H 0.47 -1.96 0.19
H 5.62 0.62 0.09
O 0.98 -4.54 -0.61
H 0.74 -3.71 -0.91
H -5.63 1.41 2.06
H 0.36 5.92 -3.41
O -4.92 1.99 2.18
H 3.52 0.12 -0.25
H 0.51 -0.71 -5.18
O -2.46 2.57 -1.54
H 4.27 5.28 1.37
H 4.57 2.67 -0.64
O 3.47 -2.26 -4.74
H 0.74 2.87 4.86
H 0.82 2.75 -1.96
O -0.50 6.10 1.83
H -2.95 3.11 -2.25
H -4.18 -3.13 2.46
O -0.39 -1.40 0.41
H 1.79 5.61 -1.51
H 5.42 2.13 0.63
O -3.79 0.99 0.12
H 6.90 0.86 -0.55

---

Model ii:
120
Properties=species:S:1:pos:R:3 method="wB97M-V/def2-TZVPD" charge=+1 spin_multiplicity=2
H -3.51 2.21 -1.91
O -1.88 5.84 -0.74
H -6.01 -1.27 1.21
O -2.98 -0.11 4.63
H 0.45 -1.18 2.66
O 4.34 2.65 2.28
H -0.27 -1.34 6.16
O -4.12 2.47 2.48
H -0.37 -2.27 -3.76
O 3.99 -1.77 1.20
H -3.57 0.99 -1.01
H 2.54 0.09 -1.45
O -1.00 1.07 5.83
H 2.19 -3.65 2.06
H 2.08 -3.23 -4.00
O 1.93 5.86 -2.97
O 0.76 -4.66 -4.61
H 0.55 0.17 -3.11
O 2.12 -0.70 3.72
O 1.10 -4.64 -1.24
H 1.97 -1.49 -1.68
H 1.46 -4.75 1.32
H -1.91 2.34 2.26
H 1.44 6.21 -2.14
H -5.28 -1.41 -0.23
H -2.34 -5.39 -0.81
H 0.86 -3.62 -1.12
H -0.05 -1.45 -5.78
H -4.02 1.63 2.86
O 2.14 -4.66 1.99
O 5.87 1.36 -2.15
O -1.30 -2.80 -3.67
O -3.75 3.38 -3.43
O -0.87 5.03 -3.50
O -3.13 1.83 -1.09
O -3.94 -1.70 -1.17
H 4.22 -0.71 2.46
H 5.74 -1.46 -2.57
H -1.86 -0.36 0.97
H 0.72 6.13 0.05
O -0.49 -2.80 0.17
O -2.77 -2.07 2.10
H -5.11 2.52 2.18
O -0.54 -0.59 -5.73
H 1.34 1.03 -4.00
H 4.08 -1.14 -2.41
O -0.35 -6.18 2.92
H -3.43 0.64 4.98
H 5.64 1.30 -3.14
H -5.45 0.55 -1.65
H -1.58 6.14 -1.62
H -1.43 -2.83 -2.70
H 5.60 0.37 2.51
O 3.61 0.91 4.88
H -3.19 3.42 -4.24
H -2.80 -1.20 2.74
H 3.77 1.64 5.58
H 4.45 2.67 1.34
H -0.47 4.42 -3.02
H 2.76 -0.96 2.94
H 0.93 2.57 2.79
H -3.08 -1.47 -0.99
O 2.52 -0.92 -1.11
H 3.11 -2.56 -4.86
H 0.54 -6.36 2.82
H -0.09 -4.22 -4.47
H -2.14 6.59 -0.15
H -0.06 0.99 5.96
H -4.64 -2.44 -4.46
H 4.44 0.86 4.23
O -1.68 2.48 3.28
O -5.36 1.47 -2.03
H 2.63 0.66 2.47
H -2.32 1.16 0.50
H 2.80 -0.35 4.37
H -2.00 3.31 3.49
O 4.98 -0.25 2.97
H 5.65 2.20 -1.84
H -1.14 0.69 4.97
H -0.44 -5.30 3.21
H 3.36 2.60 2.51
H 2.88 5.81 -2.60
H 1.35 2.22 -0.25
H 3.62 -1.79 0.33
O -2.25 -4.49 -1.24
H 0.31 -4.94 -0.87
H 0.07 -1.08 -0.84
O -6.07 -1.11 0.26
H -5.61 1.32 -2.94
O 2.48 0.95 1.62
O 5.01 -1.29 -2.01
O 2.26 -2.35 -4.42
O 1.91 2.22 -1.06
H 1.99 5.54 -0.36
O -2.21 0.21 0.22
H -2.69 -3.87 -0.61
O 1.38 0.53 -3.12
H -3.38 -0.71 5.27
O 1.43 3.33 2.52
H -1.23 -2.11 0.06
H 1.45 -4.10 -5.23
H -1.41 -0.78 -5.31
O -0.07 -2.17 5.85
H -0.39 5.06 -4.42
H -1.03 -3.57 0.05
H 4.85 -1.26 0.98
O -0.39 -0.70 2.90
O 1.54 6.37 -0.37
H 0.00 -0.30 3.69
H -1.84 -2.48 2.51
H 0.60 -2.25 5.21
H -1.05 -0.23 -0.75
H 1.49 1.97 -1.83
H -4.14 -1.76 -2.10
O -4.19 -1.63 -4.09
O -0.57 -0.76 -1.51
H 2.75 0.33 0.87
H -3.30 -1.83 -4.33
H -3.16 3.75 -2.91
H 1.62 3.76 3.29

---

Result of the stability comparison: model i is the least stable of them.

---

Model i:
Entry from the Open Molecules 2025 dataset: a cluster of 2 separate species, C5H10N2O in total (wB97M-V/def2-TZVPD).

The geometry in XYZ format:
```
18
C5H10N2O, DFT wB97M-V/def2-TZVPD
H 2.16 0.60 -2.43
H -0.51 -0.11 -2.11
C -0.42 0.05 0.81
O -2.34 -0.23 -1.19
C -0.79 -1.40 0.91
N 1.90 1.10 -1.57
H -1.86 -1.54 0.75
H -1.08 1.38 -1.26
C -1.06 0.30 -1.27
H -0.25 -1.99 0.17
H 2.56 1.45 1.37
C 0.94 0.45 0.61
H -0.54 -1.77 1.91
C 1.36 0.41 -0.69
H 1.58 0.65 2.59
N 1.71 0.97 1.64
H -0.96 0.68 1.52
H -2.40 -1.01 -1.75
```

---

Model ii:
Entry from the Open Molecules 2025 dataset: a structure of composition C5H10N2O (wB97M-V/def2-TZVPD).

The geometry in XYZ format:
```
18
C5H10N2O, DFT wB97M-V/def2-TZVPD
H -1.48 2.13 -0.85
H -2.83 0.22 -0.17
H -1.91 0.42 1.34
H 2.45 -1.09 0.00
C -0.74 -0.18 -0.41
H 0.89 -2.72 0.99
N -0.45 -0.06 -1.70
N -0.03 -2.48 0.61
C -1.88 0.59 0.27
H 2.92 0.60 0.19
H -1.19 0.43 -2.20
O -1.74 1.98 0.07
H 0.87 -0.06 1.69
C 0.86 0.25 0.64
C 2.11 -0.06 -0.14
H 0.58 1.30 0.60
C -0.35 -1.38 0.26
H 1.92 0.12 -1.20
```

---

Result of the stability comparison: model i is the least stable of them.

---

Model i:
18
Properties=species:S:1:pos:R:3 method="wB97M-V/def2-TZVPD" smiles="CC(N)=O.CSC"
H 2.22 -0.38 0.40
H -2.49 -0.33 0.68
H -2.73 -2.08 0.43
H -2.57 -0.61 -1.79
H 2.61 -0.21 2.13
O 0.05 -1.76 -0.57
H -1.09 -0.83 -2.50
C -2.00 -1.31 0.63
C -1.07 -1.29 -0.54
H 2.18 2.46 -1.19
H 0.93 1.30 -0.90
H 0.93 -0.13 1.64
C 1.94 0.11 1.33
H 0.69 3.00 -0.40
S 2.06 1.91 1.19
C 1.41 2.18 -0.46
H -1.51 -1.44 1.58
N -1.57 -0.59 -1.64

---

Model ii:
Entry from the Open Molecules 2025 dataset: a structure of composition C4H11NOS (wB97M-V/def2-TZVPD).

The geometry in XYZ format:
```
18
C4H11NOS, DFT wB97M-V/def2-TZVPD
C -2.30 0.52 0.67
H -2.42 -0.44 0.27
O 1.55 -0.49 0.04
H 2.42 1.21 -3.43
C 0.84 0.98 -1.94
H -0.50 -0.74 -0.89
H 2.57 2.37 -2.06
H 0.09 1.58 -2.33
H -1.32 -0.26 3.15
H 0.40 0.33 2.57
H -0.25 -1.22 2.00
H -3.00 0.44 1.49
H -2.42 1.44 0.05
S 0.42 0.24 -0.47
N -1.03 0.67 1.28
C 2.27 1.41 -2.27
H 2.98 0.64 -1.85
C -0.55 -0.16 2.26
```

---

Result of the stability comparison: model ii is the least stable of them.

---

Model i:
Entry from the Open Molecules 2025 dataset: a structure of composition C4H11NOS (wB97M-V/def2-TZVPD).

The geometry in XYZ format:
```
18
C4H11NOS, DFT wB97M-V/def2-TZVPD
H -2.35 0.01 -0.53
H -2.27 0.81 -2.20
C -1.44 0.51 -0.37
C -1.49 1.84 0.40
S 2.84 -1.17 0.08
O -0.93 1.94 2.06
H 0.68 -2.44 -0.41
C -0.24 -1.79 -0.53
H 0.28 -0.19 0.95
H -1.59 2.68 -0.23
H 0.78 0.24 -0.65
C -0.11 -0.25 -0.09
N -1.78 0.08 -1.81
H 2.66 -0.10 0.84
H -0.58 -1.85 -1.64
H -1.04 -2.27 0.06
H -0.43 2.26 0.90
H -2.09 1.64 1.30
```

---

Model ii:
18
Properties=species:S:1:pos:R:3 method="wB97M-V/def2-TZVPD" smiles=CN[C@H](CO)CS
H 2.22 0.26 -1.34
N 1.57 -0.47 -1.09
H 1.18 0.63 0.65
H -0.33 -0.96 2.68
C 0.65 -0.01 -0.05
H -1.16 0.17 -1.20
H -0.98 -1.26 0.67
H -0.85 1.81 1.58
H 2.01 -1.73 -2.64
S -1.67 1.51 0.56
C 0.10 -1.19 0.78
C 1.13 -1.29 -2.17
O 0.47 -1.03 2.15
H 0.63 -2.08 0.42
H 0.57 -2.15 -1.77
H 0.48 -0.81 -2.90
H -0.14 1.63 -1.31
C -0.48 0.82 -0.67

---

Model iii:
Entry from the Open Molecules 2025 dataset: a cluster of 2 separate species, C4H11NOS in total (wB97M-V/def2-TZVPD).

The geometry in XYZ format:
```
18
C4H11NOS, DFT wB97M-V/def2-TZVPD
H 0.65 -0.73 -0.08
H -1.20 -0.54 -3.05
H -0.56 0.89 -2.24
C -0.98 -1.07 1.34
H -0.35 -0.88 2.18
C -0.41 -0.40 0.09
H 3.69 -0.01 1.53
C -0.58 -0.22 -2.22
N -1.14 -0.68 -0.99
H -1.06 -2.14 1.20
S 2.36 -0.18 1.58
H 1.69 1.26 0.21
O 0.92 1.67 -0.26
C -0.22 1.19 0.30
H 0.45 -0.55 -2.35
H -1.99 -0.69 1.52
H -1.04 1.75 -0.13
H -0.22 1.32 1.38
```

---

Model iv:
18
Properties=species:S:1:pos:R:3 method="wB97M-V/def2-TZVPD" smiles=OCNCCCS
S 1.91 -1.53 -1.10
H -2.62 -2.07 0.02
H -2.54 -0.13 1.32
H 2.33 -0.54 1.00
C -0.19 0.73 0.62
H 3.11 0.33 -0.30
H -2.70 0.70 -0.15
H 1.58 1.89 0.44
C 2.17 -0.13 0.01
N -0.89 -0.41 0.05
H -0.67 -0.65 -0.91
O -3.07 -1.29 -0.30
H 2.54 -1.16 -2.17
H 0.93 1.34 -1.06
H 0.00 0.48 1.67
H -0.75 1.67 0.64
C -2.30 -0.24 0.25
C 1.14 1.01 -0.03

---

Result of the stability comparison: model i is the least stable of them.

---

Model i:
18
Properties=species:S:1:pos:R:3 method="wB97M-V/def2-TZVPD" smiles=N[C@@H](CO)CCS
O -1.33 -1.95 -1.56
C -0.40 -1.58 -0.56
C 1.01 0.31 0.40
H 0.49 -2.15 -0.84
H -0.54 0.14 2.83
N -0.18 0.63 -1.72
S 0.48 0.98 3.07
H -0.69 -1.94 0.43
H -1.16 0.31 -0.01
H 1.36 -0.56 0.95
C 0.74 1.49 1.32
H 0.42 0.19 -2.40
C -0.23 -0.07 -0.43
H -2.15 -1.45 -1.48
H -1.04 0.83 -2.13
H 1.59 2.16 1.43
H -0.12 2.08 1.02
H 1.77 0.60 -0.32

---

Model ii:
18
Properties=species:S:1:pos:R:3 method="wB97M-V/def2-TZVPD" smiles="C=[S@@](=O)(CC)NC"
H 1.59 0.82 -0.49
H 0.83 2.49 0.10
C 1.16 1.52 0.43
O -2.19 0.04 1.01
C -1.58 1.22 -1.24
S -1.11 0.29 0.08
C -0.27 -1.27 -0.73
H 0.14 -3.27 0.26
H -1.24 -2.28 0.78
C -0.29 -2.15 0.48
H -0.19 1.28 1.95
H 0.41 -1.80 1.18
H -2.64 1.43 -1.03
H 1.93 1.86 1.14
H 0.64 -1.03 -1.06
H -0.96 -1.69 -1.60
H -1.05 2.07 -1.51
N 0.22 0.74 1.20

---

Result of the stability comparison: model ii is the least stable of them.

---

Model i:
15
Properties=species:S:1:pos:R:3 method="wB97M-V/def2-TZVPD" charge=+1 spin_multiplicity=2
H -0.44 -2.16 -0.75
H -1.78 2.45 0.26
C 0.71 -0.10 -1.21
C -1.05 1.92 -0.28
H -0.17 -3.13 0.57
C 0.38 -1.22 0.87
H -0.45 2.72 -0.74
C 0.44 0.06 0.10
H -1.46 1.28 -1.06
N -0.05 1.28 0.62
H 0.76 0.65 -1.93
C -0.02 -2.27 0.13
H 0.68 -1.18 1.85
H 1.10 -0.94 -1.67
H -0.61 1.03 1.56

---

Model ii:
15
Properties=species:S:1:pos:R:3 method="wB97M-V/def2-TZVPD" charge=+1 spin_multiplicity=2
C 3.01 0.34 -0.95
H -3.17 0.31 1.70
N -2.84 0.12 0.76
C 1.64 0.49 -0.96
C -0.55 0.19 -0.05
H 1.22 0.94 -1.86
C 0.82 0.02 0.04
H 3.61 0.21 -1.84
H -1.07 -0.59 1.78
H -3.51 -0.45 0.27
H 1.26 -0.75 0.67
H 3.59 0.37 -0.04
C -1.53 -0.52 0.78
H -0.85 0.90 -0.81
H -1.61 -1.57 0.50

---

Model iii:
15
Properties=species:S:1:pos:R:3 method="wB97M-V/def2-TZVPD" charge=+1 spin_multiplicity=2
C 1.41 -0.66 -0.21
C -2.21 0.49 0.02
H 2.16 -0.50 -0.96
C 1.56 -1.55 0.76
H -2.02 1.27 0.75
H -2.54 0.94 -0.92
H -1.01 -1.25 -0.35
H -0.27 2.39 -0.18
H 2.44 -2.18 0.88
H 1.49 2.05 -0.14
C 0.25 0.26 -0.22
H 0.79 -1.74 1.51
N -0.96 -0.25 -0.21
H -2.94 -0.22 0.37
C 0.50 1.64 -0.16

---

Result of the stability comparison: model i is the least stable of them.